{"formula": "C4H11NO", "method": "the ωB97M-V functional and the def2-TZVPD basis", "symbols": ["H", "H", "O", "H", "H", "C", "H", "H", "H", "C", "C", "H", "N", "H", "H", "H", "C"], "coordinates": [[-0.959, -2.044, -1.668], [-0.295, -0.334, -1.818], [2.485, -0.433, 0.005], [-1.847, 1.013, 0.203], [-0.997, -1.654, 0.643], [-0.853, 1.238, 0.590], [1.254, 0.864, -1.009], [0.433, -0.141, 1.723], [-1.998, -0.798, -1.263], [1.427, 0.501, 0.005], [-0.928, -1.023, -1.277], [2.309, -1.023, 0.697], [-0.311, -1.211, 0.062], [1.713, 1.363, 0.633], [-0.407, 2.131, 0.165], [-1.147, 1.501, 1.615], [0.120, 0.049, 0.693]], "mulliken_charge": [0.31, 0.30, -0.48, 0.34, 0.25, -1.29, 0.32, 0.51, 0.30, -0.78, -0.88, 0.31, -0.34, 0.38, 0.34, 0.33, 0.08], "smiles": "CN[C@H](C)CO", "e_tot_ha": -288.95635, "homo_lumo_gap_ev": 10.00, "charge": 0}

{"formula": "C4H11NO", "method": "the ωB97M-V functional and the def2-TZVPD basis", "symbols": ["C", "H", "H", "N", "H", "O", "C", "C", "H", "H", "C", "H", "H", "H", "H", "H", "H"], "coordinates": [[0.958, -0.958, 1.207], [-1.188, 2.578, -1.377], [-0.797, 1.018, -2.704], [0.699, -0.494, 2.574], [1.158, -2.035, 1.162], [-1.640, 1.808, -1.009], [-1.069, 0.691, -1.700], [0.167, 0.159, -1.000], [-0.381, -1.761, -0.257], [1.906, -0.614, 0.791], [-0.179, -0.777, 0.171], [0.852, -0.298, -1.724], [-1.093, -0.485, 0.681], [-1.833, -0.084, -1.704], [0.064, 0.285, 2.712], [1.528, 0.085, 2.719], [0.848, 0.883, -0.543]], "mulliken_charge": [-0.63, 0.31, 0.33, -0.63, 0.24, -0.52, -0.71, -0.46, 0.30, 0.38, -0.56, 0.34, 0.37, 0.32, 0.25, 0.26, 0.41], "smiles": "NCCCCO", "e_tot_ha": -288.95509, "homo_lumo_gap_ev": 10.31, "charge": 0}

{"formula": "C4H11NO", "method": "the ωB97M-V functional and the def2-TZVPD basis", "symbols": ["H", "H", "C", "H", "C", "H", "C", "H", "N", "H", "H", "H", "H", "O", "H", "H", "C"], "coordinates": [[-0.761, 2.457, 1.343], [0.052, -2.580, -1.183], [-0.489, -2.251, -2.082], [-1.859, -0.660, -2.565], [0.370, 0.707, 1.182], [-1.349, -2.913, -1.997], [-0.631, 1.665, 0.601], [-1.295, -0.629, -0.912], [1.675, 1.140, 1.159], [2.340, 0.636, 1.721], [-0.211, -0.076, -2.209], [0.138, -2.405, -2.955], [-0.339, 2.118, -0.346], [0.056, -0.352, 1.681], [2.040, 1.666, 0.386], [-1.599, 1.189, 0.511], [-0.974, -0.807, -1.939]], "mulliken_charge": [0.36, 0.27, -0.93, 0.36, 0.66, 0.29, -1.05, 0.03, -0.41, 0.23, 0.25, 0.29, 0.32, -0.58, 0.21, 0.28, -0.56], "smiles": "CC(N)=O.CC", "e_tot_ha": -289.00699, "homo_lumo_gap_ev": 10.74, "charge": 0}

{"formula": "C4H11NO", "method": "the ωB97M-V functional and the def2-TZVPD basis", "symbols": ["H", "H", "H", "O", "H", "C", "H", "H", "H", "H", "C", "H", "H", "C", "H", "N", "C"], "coordinates": [[-0.074, 1.703, -2.687], [-1.578, -1.528, -0.776], [-0.929, 0.005, 1.564], [1.784, 2.770, 1.322], [1.270, 0.218, 0.635], [-1.587, -1.688, 0.303], [0.607, 0.006, -2.678], [-2.618, -1.526, 0.609], [1.159, -1.022, -0.442], [1.409, 2.738, 0.429], [0.164, 0.824, -2.089], [-1.317, -2.729, 0.450], [0.045, -1.395, 1.651], [-0.527, -0.794, 0.950], [1.679, 1.854, 1.622], [0.001, 0.798, -0.852], [0.514, -0.232, -0.010]], "mulliken_charge": [0.27, 0.27, 0.34, -0.64, 0.12, -0.96, 0.26, 0.29, 0.40, 0.34, -0.31, 0.28, 0.33, -0.52, 0.35, -0.34, -0.46], "smiles": "C=NCCC.O", "e_tot_ha": -288.95531, "homo_lumo_gap_ev": 10.74, "charge": 0}

{"formula": "C4H11NO", "method": "the ωB97M-V functional and the def2-TZVPD basis", "symbols": ["H", "H", "C", "H", "H", "N", "H", "H", "H", "O", "H", "C", "C", "H", "H", "H", "C"], "coordinates": [[-0.816, -0.207, 2.343], [0.136, -0.194, 3.841], [0.233, -1.624, -1.722], [-1.591, 1.011, -0.774], [0.782, 1.250, 1.161], [-1.588, 0.214, -1.283], [1.218, -1.772, -1.903], [0.040, -2.083, -0.758], [-0.341, -2.030, -2.577], [0.622, 0.609, -1.176], [0.892, -0.828, 2.167], [-0.256, -0.257, -1.492], [0.858, 1.231, 2.324], [-2.292, -0.404, -1.342], [0.174, 2.050, 2.569], [1.884, 1.425, 2.757], [0.174, -0.114, 2.706]], "mulliken_charge": [0.26, 0.29, -1.01, 0.22, 0.10, -0.40, 0.33, 0.26, 0.32, -0.63, 0.16, 0.72, -0.65, 0.17, 0.27, 0.28, -0.71], "smiles": "CC(N)=O.CC", "e_tot_ha": -288.95795, "homo_lumo_gap_ev": 10.48, "charge": 0}

{"formula": "C4H11NO", "method": "the ωB97M-V functional and the def2-TZVPD basis", "symbols": ["C", "H", "H", "H", "H", "O", "N", "H", "H", "H", "C", "H", "C", "C", "H", "H", "H"], "coordinates": [[-0.140, -1.195, -0.114], [-2.664, 0.452, -1.896], [-1.202, 0.774, 0.176], [1.046, -3.737, 0.205], [-2.871, -1.605, -0.616], [-2.970, -1.546, -1.610], [0.839, -3.247, 1.074], [6.771, 10.253, 2.398], [-1.198, -2.955, 0.361], [0.130, -1.565, -1.049], [-2.030, -0.364, -1.633], [0.733, -0.701, 0.317], [-1.279, -0.237, -0.411], [-0.327, -2.425, 0.793], [-1.410, -0.590, -2.475], [-0.679, -2.017, 1.712], [7.250, 10.705, 2.769]], "mulliken_charge": [-0.46, 0.29, 0.29, 0.24, 0.33, -0.47, -0.58, 0.00, 0.26, 0.29, -0.52, 0.40, -0.26, -0.45, 0.29, 0.36, 0.00], "e_tot_ha": -288.71898, "homo_lumo_gap_ev": 4.63, "charge": 0}

{"formula": "C4H11NO", "method": "the ωB97M-V functional and the def2-TZVPD basis", "symbols": ["H", "H", "O", "C", "H", "N", "C", "C", "H", "C", "H", "H", "H", "H", "H", "H", "H"], "coordinates": [[0.442, -1.746, 1.060], [3.911, 0.571, -2.261], [3.093, 0.353, -1.799], [-0.785, -0.946, -0.489], [-1.202, -1.758, 1.534], [-1.006, 1.077, 0.711], [-1.575, 0.378, -0.428], [-0.491, -1.182, 0.981], [0.875, 0.532, 1.532], [-0.176, 0.223, 1.495], [-2.615, 0.113, -0.183], [-1.482, -1.671, -0.910], [0.079, -0.994, -1.158], [-0.276, 0.211, 2.600], [-0.944, 2.074, 0.660], [-1.591, 0.867, -1.401], [3.426, -0.049, -0.979]], "mulliken_charge": [0.26, 0.31, -0.62, -0.57, 0.31, -0.27, -0.55, -0.50, 0.23, -0.49, 0.22, 0.29, 0.28, 0.25, 0.21, 0.32, 0.32], "smiles": "C1CCNC1.O", "e_tot_ha": -288.96143, "homo_lumo_gap_ev": 8.64, "charge": 0}

{"formula": "C4H11NO", "method": "the ωB97M-V functional and the def2-TZVPD basis", "symbols": ["H", "H", "C", "N", "H", "C", "H", "C", "H", "H", "C", "H", "H", "H", "H", "H", "O"], "coordinates": [[-2.652, -1.917, 0.379], [2.563, -0.139, -0.955], [-0.809, -1.869, 1.553], [2.021, 2.247, -1.535], [2.966, 1.985, -1.255], [1.153, 1.119, -1.100], [-3.630, 0.090, 1.203], [-2.677, -0.215, 1.600], [1.045, 1.312, -0.028], [0.185, 1.298, -1.560], [-2.138, -1.365, 1.164], [2.073, 2.249, -2.552], [-0.115, -1.657, 0.721], [-2.065, 0.214, 2.386], [-0.355, -1.500, 2.470], [-0.689, -2.959, 1.533], [1.693, -0.152, -1.362]], "mulliken_charge": [0.27, 0.29, -0.95, -0.64, 0.22, -0.20, 0.27, -0.76, 0.26, 0.35, 0.17, 0.26, 0.11, 0.24, 0.35, 0.31, -0.54], "smiles": "C=CC.NCO", "e_tot_ha": -288.94317, "homo_lumo_gap_ev": 10.25, "charge": 0}

{"formula": "C4H11NO", "method": "the ωB97M-V functional and the def2-TZVPD basis", "symbols": ["H", "H", "H", "O", "C", "H", "H", "C", "H", "H", "H", "H", "H", "H", "N", "C", "C"], "coordinates": [[2.217, 0.551, -1.454], [1.067, 1.133, 0.702], [-0.495, 2.412, -0.527], [-0.165, -1.687, -0.661], [0.338, -0.851, 0.354], [-0.341, -0.617, 2.452], [0.799, 0.712, -2.277], [-0.683, -1.056, 1.522], [1.227, -1.305, 0.814], [-1.636, -0.631, 1.204], [-1.291, 1.278, 0.666], [-1.340, 0.985, -1.117], [-0.885, -2.126, 1.540], [0.199, -1.363, -1.475], [1.213, 0.596, -1.382], [-0.769, 1.391, -0.281], [0.543, 0.579, -0.082]], "mulliken_charge": [0.14, 0.34, 0.40, -0.57, 0.28, 0.35, 0.19, -1.51, 0.23, 0.40, 0.38, 0.31, 0.37, 0.36, -0.58, -1.42, 0.36], "smiles": "C[C@H](N)[C@@H](C)O", "e_tot_ha": -288.97651, "homo_lumo_gap_ev": 10.18, "charge": 0}

{"formula": "C4H11NO", "method": "the ωB97M-V functional and the def2-TZVPD basis", "symbols": ["H", "H", "H", "C", "C", "H", "H", "C", "H", "O", "H", "H", "H", "N", "C", "H", "H"], "coordinates": [[-1.073, 0.505, -1.526], [-1.324, -0.074, 1.334], [1.224, -0.251, 1.671], [1.229, 0.605, 1.008], [-1.561, -0.175, 0.279], [-3.028, 1.079, 0.707], [2.189, -1.101, -0.636], [1.135, -1.082, -0.916], [2.277, 0.845, 0.868], [-2.963, 0.240, 0.214], [-1.621, -1.245, 0.008], [0.701, 1.466, 1.464], [0.461, -1.781, -0.429], [-0.704, 0.588, -0.585], [0.709, 0.361, -0.448], [1.125, -1.123, -2.007], [1.223, 1.143, -1.005]], "mulliken_charge": [0.35, 0.44, 0.38, -1.47, -0.45, 0.35, 0.35, -1.08, 0.45, -0.52, 0.32, 0.41, 0.39, 0.12, 0.23, 0.37, 0.35], "s2": 0.7545, "e_tot_ha": -288.65149, "multiplicity": 2, "homo_lumo_gap_ev": [13.02, 7.55], "charge": 1}